(1)
Entry from OMol25: a 4-piece molecular cluster, C29H51BF9INO11 overall in a non-equilibrium geometry (ωB97M-V with the def2-TZVPD basis set).

Geometry as XYZ:
```
103
Properties=species:S:1:pos:R:3:forces:R:3
O 0.560 2.121 5.399 0.6953 -0.5106 -0.1573
B 0.320 1.008 4.653 -0.1559 0.0516 -0.6188
O -0.099 -0.151 5.208 0.4185 -0.1433 0.3473
C 0.505 1.050 3.066 -0.6093 0.1340 1.2260
C -0.557 0.687 2.271 -0.9259 -0.3751 0.9750
C -0.466 0.705 0.913 -1.6418 -0.5337 -0.7842
I -2.022 0.145 -0.355 0.0630 0.0202 0.1870
C 0.687 1.109 0.368 0.4854 0.1075 -1.6280
N 1.711 1.457 1.134 0.3185 0.2326 -0.6098
C 1.662 1.429 2.462 1.3498 0.3785 0.5795
C 2.911 1.842 3.183 0.1638 0.3001 -0.6459
C 4.207 1.207 2.666 -0.2398 -0.1204 0.2689
C 4.511 -0.179 3.214 0.4334 0.5759 -0.8855
F 4.742 -0.087 4.528 -0.1256 -0.1394 0.5617
F 5.653 -0.601 2.620 0.2435 -0.0944 -0.1439
C 3.452 -1.259 2.960 0.5067 -0.7028 0.8947
F 2.469 -1.036 3.859 -0.3934 0.0496 0.0404
F 2.927 -1.157 1.729 -0.1265 0.2111 -0.3278
C 3.966 -2.734 3.180 -0.8674 0.0356 -0.1316
F 2.947 -3.415 3.740 -0.1370 -0.0662 -0.0204
F 4.972 -2.768 4.042 0.4569 0.1761 -0.0491
C 4.310 -3.497 1.864 0.5433 -0.8043 0.5083
F 5.015 -2.762 1.011 -0.2875 0.0597 -0.0620
F 5.046 -4.564 2.198 -0.1800 0.2519 -0.1107
F 3.183 -3.936 1.305 0.2144 0.3917 -0.2249
H 0.992 1.789 6.200 -0.4987 0.4827 0.5301
H 0.157 -0.925 4.698 -0.3214 -0.1831 -0.0015
H -1.473 0.373 2.748 -0.2003 -0.0233 0.0288
H 0.788 1.135 -0.703 0.4152 0.2088 -0.2163
H 2.546 1.759 0.648 0.1638 -0.0010 0.1827
H 2.824 1.716 4.252 -0.1378 -0.1218 0.1720
H 2.994 2.915 3.015 0.0829 0.2158 0.1287
H 5.027 1.824 3.011 0.2782 0.0404 0.0572
H 4.292 1.172 1.583 -0.0803 -0.0415 -0.1154
C -4.723 6.247 2.264 -0.0758 -0.0042 0.0979
O -4.942 5.388 3.360 0.2385 -0.0532 -0.0102
C -5.239 4.065 2.951 -0.1468 0.2602 0.1961
C -5.095 3.106 4.111 -0.0170 -0.1857 -0.0824
O -3.748 2.716 4.365 0.0862 0.0552 -0.0575
C -2.928 3.676 5.023 0.0991 -0.2020 -0.0434
C -3.218 3.806 6.501 -0.1029 0.3721 0.0127
O -4.331 4.652 6.712 -0.1126 -0.1398 -0.0651
C -4.835 4.548 8.026 0.0093 0.0611 -0.0597
H -5.602 6.286 1.611 0.0419 0.0024 -0.0644
H -4.530 7.243 2.655 -0.0229 -0.0083 0.0334
H -3.851 5.921 1.683 -0.0492 -0.0020 -0.0784
H -4.566 3.761 2.138 -0.0239 -0.0565 -0.0260
H -6.275 4.037 2.587 0.0356 -0.1179 -0.1042
H -5.613 2.182 3.845 0.0401 -0.0160 -0.0056
H -5.566 3.502 5.011 0.0295 0.1586 -0.0343
H -2.972 4.644 4.520 -0.1421 0.0784 0.1280
H -1.908 3.298 4.918 -0.0079 -0.0321 0.0247
H -2.346 4.247 7.005 0.0733 -0.1544 0.0192
H -3.413 2.812 6.924 0.0780 -0.0352 -0.0116
H -5.203 3.534 8.222 0.0558 -0.0060 0.0689
H -5.666 5.243 8.119 0.0197 0.0268 -0.0297
H -4.069 4.809 8.764 -0.0172 -0.0472 0.0421
C -1.541 -8.298 -2.706 0.0992 -0.0077 -0.0412
O -0.502 -7.463 -3.165 -0.0498 0.1474 0.1640
C -0.949 -6.551 -4.153 0.2216 -0.2549 0.0374
C 0.061 -5.442 -4.344 -0.0949 0.1261 -0.1043
O -0.032 -4.412 -3.364 0.0457 -0.0231 0.0551
C 0.500 -4.717 -2.083 -0.1106 0.2414 -0.0652
C 2.010 -4.671 -2.028 0.1429 -0.3805 0.1076
O 2.572 -5.877 -2.508 -0.0572 0.0451 -0.1882
C 3.952 -5.752 -2.766 -0.0778 -0.0636 0.0295
H -1.973 -8.878 -3.529 -0.0689 0.0057 0.0249
H -1.119 -8.984 -1.975 0.0384 0.0017 -0.0198
H -2.329 -7.709 -2.222 -0.0630 -0.0373 -0.0564
H -1.914 -6.120 -3.862 -0.0180 0.0332 -0.0533
H -1.071 -7.095 -5.100 -0.1134 0.0945 -0.0444
H -0.160 -4.950 -5.293 -0.0227 0.0339 0.0262
H 1.075 -5.839 -4.404 -0.0258 -0.1285 0.0954
H 0.109 -5.665 -1.709 0.1772 -0.0978 -0.0234
H 0.133 -3.923 -1.425 -0.0517 0.0082 -0.0414
H 2.326 -4.538 -0.984 -0.0053 0.1661 -0.0122
H 2.373 -3.824 -2.625 -0.0543 0.0628 0.0326
H 4.134 -5.014 -3.557 0.0566 0.0465 0.0557
H 4.316 -6.720 -3.102 -0.0241 -0.0192 0.0255
H 4.498 -5.461 -1.860 0.0447 0.0409 -0.0319
C -2.207 3.466 -7.339 0.0925 -0.0145 -0.0368
O -0.966 3.031 -6.827 -0.1038 -0.1400 0.1345
C -0.561 3.785 -5.701 0.0959 -0.0777 -0.3246
C 0.547 3.070 -4.960 0.0092 0.1031 0.1675
O 0.080 2.038 -4.094 0.0288 -0.0534 -0.0101
C -0.325 0.826 -4.726 0.0105 -0.0252 0.2316
C 0.833 -0.031 -5.187 -0.1200 -0.0270 -0.3824
O 1.321 0.425 -6.433 0.1101 0.1717 0.1069
C 2.581 -0.127 -6.744 -0.0945 0.0118 -0.0522
H -2.163 4.519 -7.637 -0.0645 0.0143 0.0237
H -2.436 2.862 -8.214 0.0432 -0.0075 -0.0067
H -3.003 3.329 -6.597 -0.0214 0.0859 -0.0066
H -1.410 3.942 -5.024 0.0233 0.0438 0.0451
H -0.192 4.760 -6.046 -0.0427 0.0701 0.1370
H 1.031 3.796 -4.303 -0.0288 -0.0113 0.0292
H 1.303 2.692 -5.650 -0.1069 -0.0311 -0.1236
H -1.026 1.017 -5.538 0.1344 0.0113 -0.1266
H -0.860 0.272 -3.952 0.0007 -0.0151 0.0450
H 0.491 -1.069 -5.305 0.0398 -0.0363 0.1752
H 1.633 -0.001 -4.434 -0.0298 -0.0395 0.0586
H 3.334 0.182 -6.009 0.0201 -0.0848 0.0168
H 2.875 0.246 -7.722 -0.0391 0.0019 -0.0115
H 2.533 -1.221 -6.781 0.0615 -0.0089 0.0321
```
Forces are in eV/Å.

Output
* total charge: +1
* HOMO energy: -10.933 eV
* orbital gap: 6.77 eV

Atom charges from the Mulliken analysis, given in e for atoms 1 to 4: O -0.554; B 0.784; O -0.555; C 0.494

(2)
Entry from OMol25: a 3-piece molecular cluster, C29H51BIN3O3P overall in a non-equilibrium geometry (ωB97M-V with the def2-TZVPD basis set).

Geometry as XYZ:
```
89
Properties=species:S:1:pos:R:3:forces:R:3
C 3.318 0.669 5.701 -0.3706 -1.5326 0.3477
C 1.700 0.864 5.527 -0.5660 1.0257 0.6440
C 1.227 1.533 4.107 0.2255 0.4085 0.3887
C 1.937 0.802 2.768 3.1672 2.2158 3.9884
N 1.296 0.954 1.528 0.5182 0.4883 0.0051
P 0.684 -0.319 0.460 -0.6099 -1.4779 0.4869
C 1.175 0.761 -1.025 2.1143 2.4567 -3.4562
C 0.507 2.154 -1.356 -1.3735 2.0787 -3.0304
N -0.290 2.531 -2.445 3.3495 -2.3961 4.4578
C 0.512 -1.635 1.831 1.1177 -2.4663 2.5337
C -0.450 -1.434 3.076 -0.3724 -2.1386 1.4424
C -1.763 -2.454 2.893 1.2670 -0.1579 1.0212
C -2.625 -2.414 4.285 0.8980 0.6476 -0.6877
O -2.020 -3.312 5.321 0.1477 1.3571 -0.6039
C -1.079 0.456 0.695 -3.3088 1.2621 -0.4710
C -1.271 1.744 1.637 -3.8600 0.6062 4.2165
C -0.819 3.306 1.489 0.3160 0.3489 -2.1117
N -2.178 1.589 2.702 3.2841 -0.1240 -3.9816
C -0.201 -1.660 -0.579 -1.8883 -2.5179 -1.8841
C -0.853 -1.297 -1.998 -2.3267 -1.2416 0.1591
C -2.306 -2.123 -2.183 0.6590 0.8194 0.1362
I 0.361 -2.217 -3.642 -0.3875 0.8429 0.3266
B 2.456 -1.084 0.135 2.8609 -1.0591 -1.2454
O 2.788 -1.774 -1.168 0.0842 2.3109 1.0726
O 3.637 -1.011 0.992 -0.8293 -2.0082 -0.9318
C 4.381 -2.285 0.909 0.9112 -1.1476 0.0121
H 3.974 1.322 4.986 -1.3867 -1.0645 1.5382
H 3.588 0.804 6.850 -0.3512 -0.0629 -2.5420
H 3.554 -0.471 5.461 -0.2552 2.4187 0.3783
H 1.092 -0.133 5.768 1.5291 1.9839 -0.7219
H 1.368 1.628 6.382 0.5844 -1.5972 -1.7954
H 1.567 2.677 4.145 -0.7029 -2.3457 -0.1477
H 0.066 1.548 4.064 2.0058 -0.1775 -0.0277
H 2.365 -0.183 3.216 -1.2493 1.2168 -1.6399
H 2.944 1.465 2.708 -1.7857 -1.5573 0.2392
H 1.636 1.814 1.066 -0.3846 -1.1323 0.3538
H 2.329 1.045 -0.812 -2.3662 -0.2746 -0.1703
H 1.345 0.182 -2.057 -0.9858 0.9978 2.1795
H 0.808 3.096 -0.684 -0.7828 -2.2518 -1.3152
H -0.405 1.661 -2.999 -0.0317 0.4200 0.2133
H 1.598 -1.906 2.266 -2.1332 1.0216 -0.7929
H 0.260 -2.737 1.423 0.3641 2.6032 0.5746
H 0.091 -1.925 4.028 -1.0252 1.0259 -1.8365
H -0.723 -0.372 3.443 0.2417 -1.6958 -1.2592
H -1.277 -3.540 2.792 -1.1891 2.2354 0.2651
H -2.367 -2.278 1.915 0.8326 -0.0125 1.9091
H -2.523 -1.325 4.722 -0.7846 -2.0004 -1.0907
H -3.721 -2.740 4.039 2.0563 0.5486 1.0498
H -1.238 -2.845 5.741 -1.5018 -0.6192 -1.0732
H -1.890 -0.350 1.049 1.8843 1.9333 -0.3062
H -1.581 0.781 -0.344 1.2650 -0.5096 1.9338
H 0.331 3.503 1.398 -2.1502 -0.6085 0.2345
H -1.213 4.050 2.295 0.4999 -1.8963 -1.1610
H -1.285 3.683 0.455 1.0285 -0.7431 2.1116
H -2.314 2.467 3.224 0.4373 -0.2152 -0.5224
H 0.431 -2.662 -0.736 -1.1545 2.2871 0.2963
H -1.159 -2.071 0.018 2.1067 1.0962 -1.0967
H -1.147 -0.195 -2.220 1.1775 -1.8819 0.3238
H -2.944 -1.842 -1.233 1.0658 -0.6432 -1.9138
H -2.838 -1.727 -3.169 1.0387 -1.1120 2.1002
H -2.085 -3.280 -2.220 -0.6371 2.3837 0.0651
H 3.321 -1.078 -1.657 -0.7186 -1.3940 0.6842
H 5.065 -2.457 1.855 -1.5045 0.7912 -1.6630
H 3.648 -3.215 0.871 1.4950 1.9505 -0.0478
H 5.104 -2.338 -0.027 -1.6409 0.1763 1.8280
C 1.784 6.030 -3.088 0.2319 0.0340 0.0218
C 2.261 4.721 -3.060 0.0641 -0.0082 -0.0876
C 3.628 4.479 -2.929 -0.0271 0.2865 0.0133
C 4.518 5.548 -2.816 -0.1725 0.0161 -0.0143
C 4.040 6.857 -2.840 -0.0750 -0.1097 -0.0228
C 2.674 7.100 -2.981 0.0490 -0.2086 0.0164
H 0.718 6.219 -3.194 0.1432 -0.0778 0.0251
H 1.568 3.888 -3.141 0.0772 0.2135 0.0295
H 4.001 3.458 -2.914 -0.0683 0.1204 0.0124
H 5.583 5.359 -2.709 -0.1316 0.0340 -0.0098
H 4.733 7.690 -2.751 -0.0935 -0.1155 -0.0158
H 2.302 8.120 -3.005 0.0492 -0.1118 0.0142
C -4.926 -5.265 -4.401 -0.0814 0.1273 -0.1483
C -3.958 -4.514 -5.067 -0.1107 -0.0149 -0.0383
C -4.341 -3.574 -6.024 -0.1598 -0.0900 0.0744
C -5.693 -3.379 -6.308 0.0780 -0.1444 0.1365
C -6.660 -4.128 -5.639 0.1465 -0.0331 0.0242
C -6.277 -5.074 -4.689 0.1543 0.1100 -0.0913
H -4.627 -6.000 -3.658 -0.0345 0.1203 -0.0993
H -2.905 -4.661 -4.841 -0.1539 0.0618 -0.0257
H -3.586 -2.993 -6.548 -0.0890 -0.0704 0.1099
H -5.991 -2.643 -7.050 0.0396 -0.0968 0.1060
H -7.714 -3.974 -5.859 0.1538 -0.0235 0.0340
H -7.031 -5.661 -4.172 0.0923 0.0850 -0.0545
```
Forces are in eV/Å.

Output
* total charge: -1
* HOMO energy: -4.522 eV
* orbital gap: 6.83 eV

Atom charges from the Mulliken analysis, given in e for atoms 1 to 4: C -0.857; C -0.405; C -0.248; C -0.807

Question: Which formula does entry 2 have?
Answer: C29H51BIN3O3P

Question: Look up the total charge of the second one.
Answer: -1

Question: The lowest orbital gap belongs to which entry?
Answer: C29H51BF9INO11